# 1
ORCA calculation (ωB97M-V with the def2-TZVPD basis set) on a 13-piece molecular cluster, C43H120N12O13 overall at a distorted geometry.

XYZ file:
```
188
C43H120N12O13 ωB97M-V with the def2-TZVPD basis set
O -0.466 -0.670 -4.639
O 0.329 5.303 1.510
O 3.113 1.654 -4.625
O 0.605 -0.667 -0.965
O 4.107 1.496 -0.375
O -5.713 -3.065 -3.303
O 0.993 2.025 4.822
O 4.332 -3.633 -0.109
O -3.876 2.522 0.289
O 1.747 -2.667 4.558
O -2.860 -3.939 -6.231
O -2.369 0.147 5.482
O -4.663 -2.612 6.138
N -0.693 -0.334 2.467
N 4.168 3.365 6.249
N -5.278 -0.384 4.140
N -0.233 -0.455 5.889
N -3.792 -0.906 -0.965
N 6.248 3.042 0.643
N -1.908 -2.054 5.308
N -0.498 -5.112 -5.197
N 1.375 4.722 -3.195
N -5.638 1.373 1.145
N -1.834 5.037 -1.436
N -3.523 1.295 2.114
C 1.548 -2.006 -5.173
C 5.037 5.080 0.041
C -0.232 -1.372 -6.973
C 4.428 -2.159 -2.143
C 2.936 2.992 -4.144
C 1.358 6.229 1.910
C 0.539 3.131 4.024
C 2.831 -4.050 -1.990
C -4.786 -1.235 -2.043
C 0.585 3.210 -4.855
C -0.300 3.441 -0.274
C 4.073 1.816 4.179
C -4.880 -2.785 -2.143
C -2.389 -3.628 -4.927
C -5.889 -2.455 5.518
C -1.002 -4.111 -3.051
C 2.026 2.549 5.654
C 3.953 -2.041 4.830
C 0.834 0.373 -1.892
C 0.524 -1.055 -5.740
C 3.373 2.876 5.020
C 4.178 -3.508 -1.574
C -4.697 -2.480 7.572
C -0.330 5.800 0.378
C 4.255 2.851 -0.686
C -0.395 -2.406 1.195
C 3.245 -3.088 2.628
C -1.192 4.644 -0.172
C -4.743 -2.591 3.254
C -1.533 -4.739 -4.335
C 3.111 1.141 0.607
C -4.239 -0.627 -3.342
C -4.339 1.813 1.152
C -6.018 -4.456 -3.438
C 4.895 3.613 0.403
C -0.150 -0.126 0.139
C -5.724 -1.818 4.104
C 0.117 -1.010 1.372
C -3.636 -2.927 -6.786
C 1.580 3.336 -3.733
C 4.453 1.234 -4.506
C -1.523 -0.702 5.547
C 2.873 -2.166 3.803
H -1.633 -4.218 -2.217
H 3.978 -2.081 -3.158
H 2.658 0.279 0.177
H -3.756 0.060 -0.670
H 0.425 6.095 -0.386
H 0.665 3.649 -0.711
H 2.418 1.954 0.706
H 5.652 5.308 -0.825
H 0.070 0.519 5.968
H 1.157 3.160 3.082
H 0.640 2.189 -5.293
H 3.279 3.768 4.409
H -6.873 -4.594 -4.150
H -2.908 -2.230 5.467
H -3.209 -1.927 -6.721
H 0.962 -2.413 4.051
H -0.783 -5.458 -6.145
H -4.607 -2.911 -6.239
H -0.776 2.732 -0.930
H -4.388 -0.321 4.535
H 1.651 1.060 -1.595
H -1.181 -0.002 -0.199
H -3.713 -2.777 7.855
H -3.999 -3.114 -7.829
H 1.218 -1.044 1.566
H 3.668 3.120 -3.323
H 4.507 0.765 -3.505
H 2.494 -1.873 -5.743
H 5.540 -1.919 -2.273
H -4.825 -2.282 2.177
H 3.302 1.198 3.787
H -6.748 -1.843 3.665
H -0.171 -2.993 2.106
H 4.118 5.644 -0.153
H -5.181 -4.985 -3.864
H 1.670 4.789 -2.191
H 6.714 3.122 -0.272
H 4.860 -4.322 -1.886
H -0.798 -2.339 -6.787
H -0.932 6.672 0.636
H 1.008 -0.073 -5.900
H -6.371 -3.410 5.365
H 1.418 2.594 -2.996
H 2.527 -3.155 1.831
H -6.170 -4.858 -2.481
H 1.759 5.821 2.817
H 4.893 3.999 5.864
H -6.607 -1.840 5.994
H 4.736 0.458 -5.254
H 4.105 -2.895 5.445
H 3.955 -1.433 -1.450
H -3.892 -3.212 -2.208
H 0.337 4.889 -3.114
H 0.599 4.035 4.645
H -0.415 3.363 -4.444
H -0.398 0.254 -4.415
H -3.287 -3.489 -4.282
H 0.058 -2.911 0.349
H -4.962 -3.643 3.415
H -0.696 -3.113 -3.208
H 0.485 -1.137 6.055
H 2.639 -1.141 3.398
H -0.472 2.991 3.703
H 0.744 3.996 -5.619
H -2.245 -5.558 -4.096
H 0.059 -5.864 -4.730
H 2.306 1.732 6.367
H -4.863 -1.433 7.887
H -1.166 -0.991 3.069
H 2.041 -3.412 -1.564
H -0.890 -0.562 -7.178
H -0.036 -4.522 -2.829
H 1.109 -0.041 -2.844
H 1.671 -1.680 -4.112
H 4.206 -2.982 2.126
H 3.257 -4.093 3.010
H -5.764 -0.905 -1.673
H -1.473 -2.508 1.073
H -1.866 4.382 0.629
H 3.275 3.251 -0.890
H 4.580 2.514 6.683
H -2.236 5.940 -1.259
H -4.110 0.467 -3.245
H 1.318 -3.078 -5.175
H 4.260 3.593 1.327
H 3.690 -1.210 5.509
H 0.321 -1.538 -7.911
H -5.327 -3.230 -1.276
H 5.120 2.101 -4.595
H -0.042 0.935 -1.941
H -5.893 0.134 4.772
H 3.591 0.904 1.540
H -6.232 1.950 0.620
H -3.919 0.680 2.813
H -5.878 0.800 1.904
H -2.532 1.181 1.916
H 4.776 2.216 3.415
H -0.146 0.220 3.130
H -2.629 4.439 -1.576
H -5.450 -3.192 7.942
H 2.643 -4.194 -3.075
H 4.996 -1.877 4.472
H -1.805 -2.715 -4.967
H 0.254 0.864 0.373
H -1.274 -2.842 5.465
H 5.543 5.547 0.837
H -3.691 -2.581 3.581
H 5.053 -2.999 0.139
H -4.718 -0.805 -4.274
H -2.875 -1.252 -1.207
H 6.175 2.058 0.819
H 4.703 1.187 4.771
H 3.273 3.698 -4.939
H -0.124 2.913 0.605
H 2.695 -5.049 -1.522
H 1.095 7.272 2.092
H 4.916 2.905 -1.539
H 1.712 3.482 6.070
H 2.208 6.226 1.206
H -3.251 -1.076 -3.508
```

Its relative energy (zero: lowest compared OMol25 entry of this formula, charge and spin) is 0.0 kJ/mol. As for the orbital gap: 9.16 eV. As for the HOMO energy: -8.6 eV. As for the charge: 0. As for the spin multiplicity: 1.



# 2
ORCA calculation (ωB97M-V with the def2-TZVPD basis set) on C7H15Cl2FN4O11Pd as an isolated structure at a distorted geometry.

XYZ file:
```
41
C7H15Cl2FN4O11Pd ωB97M-V with the def2-TZVPD basis set
Pd -0.183 -0.253 -0.390
Cl 1.601 -1.770 2.160
Cl -2.000 1.477 -2.874
F 0.723 7.563 2.213
O 0.512 3.531 1.793
O -2.773 -0.571 2.186
O 1.348 4.839 3.474
O 1.134 -2.929 -3.152
O 3.065 1.070 -1.910
O -3.501 -4.721 0.449
O -2.646 -3.390 -0.951
O -0.232 5.590 2.164
O 1.138 -5.017 -2.608
O -4.550 -0.099 3.242
O 3.752 0.822 -3.870
N 1.434 -4.077 -3.381
N -3.349 -4.351 -0.682
N 3.855 1.389 -2.789
N -3.490 -0.744 3.158
C 2.148 -4.427 -4.663
C 1.081 6.137 3.994
C 4.888 2.447 -2.501
C -3.159 -1.779 4.094
C 0.526 4.557 2.427
C -3.996 -5.033 -1.814
C 0.026 6.710 2.975
H -3.739 -4.475 -2.714
H 5.704 2.363 -3.219
H 2.306 -3.467 -5.154
H -3.602 -1.420 5.023
H -0.769 7.312 3.416
H 3.124 -4.827 -4.387
H 0.721 5.947 5.005
H 5.307 2.255 -1.514
H 2.027 6.668 4.099
H 4.348 3.391 -2.576
H -2.089 -1.974 4.172
H -3.468 -5.985 -1.765
H -3.616 -2.739 3.854
H 1.473 -5.025 -5.275
H -5.081 -4.995 -1.712
```

As for the orbital gap (spin up / spin down): 6.89 / 2.89 eV. As for the HOMO energy (spin up / spin down): -7.7 / -7.5 eV. As for the charge: 0. As for the spin multiplicity: 3.



# 3
ORCA calculation (ωB97M-V with the def2-TZVPD basis set) on ClH2N2O as an isolated structure at a distorted geometry.

XYZ file:
```
6
ClH2N2O ωB97M-V with the def2-TZVPD basis set
Cl -2.518 0.767 0.252
O 2.246 -0.806 -0.718
N 0.126 0.026 0.290
N 0.974 0.443 -0.584
H -1.089 0.528 0.113
H 0.261 -0.959 0.645
```

Its relative energy (zero: lowest compared OMol25 entry of this formula, charge and spin) is 568.5 kJ/mol. As for the orbital gap (spin up / spin down): 8.88 / 8.88 eV. As for the HOMO energy (spin up / spin down): -4.5 / -4.5 eV. As for the charge: -1. As for the spin multiplicity: 1.



# 4
ORCA calculation (ωB97M-V with the def2-TZVPD basis set) on one molecule with the formula C4H6N2O2 at a distorted geometry.

XYZ file:
```
14
C4H6N2O2 ωB97M-V with the def2-TZVPD basis set
O 0.037 -2.188 0.803
O -2.076 -0.664 0.181
N -0.790 0.933 -0.844
N 1.674 0.158 2.158
C 0.410 1.489 -1.110
C 1.207 0.202 1.091
C 0.248 -1.047 0.104
C -0.877 -0.247 -0.305
H 0.391 2.551 -1.328
H 1.085 1.128 0.189
H -2.706 0.062 0.066
H -0.794 -2.116 1.295
H 1.159 0.923 -1.666
H 1.033 -1.184 -0.632
```

Its relative energy (zero: lowest compared OMol25 entry of this formula, charge and spin) is 417.0 kJ/mol. As for the orbital gap: 8.64 eV. As for the HOMO energy: -8.9 eV. As for the charge: 0. As for the spin multiplicity: 1.